(1)
{"formula": "C2H2O6Rb", "method": "ωB97M-V with the def2-TZVPD basis set", "spin_multiplicity": 1, "energy_ev": -15044.9922, "charge": -1, "symbols": ["Rb", "O", "C", "O", "O", "H", "O", "C", "O", "O", "H"], "coordinates": [[-22.871, -4.216, -9.347], [-21.424, -2.633, -10.278], [-22.455, -2.464, -11.097], [-23.268, -3.387, -11.346], [-22.553, -1.298, -11.454], [-21.347, -1.679, -10.208], [-21.846, -7.493, -10.372], [-21.292, -6.360, -10.777], [-20.418, -6.355, -11.670], [-21.678, -5.271, -10.369], [-22.564, -7.204, -9.804]], "atomic_forces_ev_per_a": [[-8.9, 3.8, 11.9], [2.6, 0.2, 1.1], [-3.4, -0.3, -3.2], [0.3, 1.4, -2.6], [-0.4, 2.6, -1.0], [1.4, 0.8, 0.5], [-0.9, -1.7, 0.9], [4.3, 1.9, -5.0], [0.0, -2.4, 0.4], [5.1, -6.0, -3.1], [-0.2, -0.3, 0.2]]}

(2)
{"formula": "C23H48IN8O6P3", "method": "ωB97M-V with the def2-TZVPD basis set", "spin_multiplicity": 1, "energy_ev": -84795.8579, "symbols": ["O", "C", "C", "C", "C", "C", "C", "O", "O", "C", "N", "C", "P", "O", "I", "C", "N", "C", "C", "H", "H", "H", "H", "H", "H", "H", "H", "H", "H", "H", "H", "C", "N", "C", "P", "O", "N", "C", "C", "N", "C", "C", "H", "H", "H", "H", "H", "H", "H", "H", "H", "H", "H", "H", "H", "H", "H", "H", "H", "H", "C", "N", "C", "P", "O", "N", "C", "C", "N", "C", "C", "H", "H", "H", "H", "H", "H", "H", "H", "H", "H", "H", "H", "H", "H", "H", "H", "H", "H"], "coordinates": [[5.439, -0.932, -2.940], [4.607, -2.090, -2.988], [3.674, -2.090, -4.238], [2.318, -2.603, -3.771], [2.284, -3.981, -3.341], [1.113, -4.479, -2.886], [1.091, -5.942, -2.427], [1.121, -6.845, -3.529], [-0.183, -7.127, -3.963], [-0.073, -3.680, -2.823], [-1.201, -4.250, -2.327], [-2.227, -3.434, -2.278], [-3.788, -4.149, -1.566], [-4.906, -2.928, -1.503], [-3.128, -4.560, 0.783], [-2.174, -2.091, -2.742], [-1.112, -1.504, -3.248], [-0.039, -2.346, -3.258], [1.204, -1.843, -3.742], [5.458, -0.690, -2.007], [3.945, -2.049, -2.106], [5.169, -3.033, -2.885], [4.082, -2.777, -4.995], [3.606, -1.093, -4.686], [3.171, -4.612, -3.373], [2.008, -6.099, -1.843], [0.205, -6.140, -1.812], [-0.562, -7.751, -3.322], [-4.981, -2.605, -0.590], [-3.086, -1.492, -2.661], [1.283, -0.817, -4.104], [4.854, 3.210, 1.556], [4.250, 1.898, 1.512], [2.812, 1.971, 1.272], [4.815, 0.435, 2.246], [4.513, -0.423, 1.020], [6.540, 0.238, 2.153], [7.345, 1.075, 1.282], [6.957, -1.155, 2.011], [4.997, 1.235, 3.772], [3.776, 1.569, 4.500], [6.216, 1.640, 4.446], [4.923, 3.633, 2.569], [4.272, 3.919, 0.965], [5.843, 3.221, 1.100], [2.278, 2.389, 2.137], [2.400, 0.982, 1.067], [2.590, 2.587, 0.398], [6.957, 1.108, 0.255], [8.372, 0.707, 1.241], [7.426, 2.088, 1.679], [6.864, -1.513, 0.979], [6.355, -1.806, 2.649], [7.998, -1.271, 2.326], [3.542, 2.636, 4.406], [3.859, 1.325, 5.561], [2.927, 1.003, 4.116], [6.657, 2.521, 3.969], [6.957, 0.846, 4.479], [6.018, 1.905, 5.488], [-7.943, 2.251, 1.736], [-6.620, 1.680, 1.847], [-6.243, 1.446, 3.238], [-5.311, 1.800, 0.729], [-4.849, 0.361, 0.842], [-5.817, 1.683, -0.931], [-7.151, 1.229, -1.279], [-4.837, 1.023, -1.791], [-5.437, 3.522, 0.622], [-4.978, 4.299, 1.769], [-5.956, 4.329, -0.468], [-7.949, 3.350, 1.699], [-8.554, 1.968, 2.594], [-8.483, 1.864, 0.875], [-6.081, 2.389, 3.778], [-5.326, 0.859, 3.300], [-7.013, 0.876, 3.762], [-7.416, 0.285, -0.783], [-7.232, 1.075, -2.357], [-7.896, 1.991, -1.048], [-4.881, -0.069, -1.705], [-3.823, 1.341, -1.538], [-5.008, 1.296, -2.835], [-5.824, 4.661, 2.365], [-4.378, 5.158, 1.462], [-4.344, 3.694, 2.420], [-7.047, 4.280, -0.512], [-5.548, 4.038, -1.432], [-5.687, 5.381, -0.337]], "atomic_forces_ev_per_a": [[0.0, -0.4, 0.1], [-0.8, 0.4, 0.4], [0.1, -0.4, 0.5], [1.4, -1.1, -0.6], [-0.5, 1.2, -0.2], [-0.3, -1.2, 0.4], [-0.4, 0.9, 0.0], [0.8, -0.4, 0.6], [-0.9, 0.3, -0.5], [0.1, -0.7, 0.1], [-0.2, 0.7, -0.1], [-0.3, 0.6, 0.7], [-0.4, -1.0, -0.7], [0.9, -0.2, 0.6], [0.0, 0.4, -0.2], [-0.7, 0.7, 0.0], [-0.2, -1.4, 0.6], [1.0, 0.8, -0.6], [-0.2, 0.6, -0.1], [0.2, 0.2, -0.2], [0.2, -0.1, -0.2], [0.1, 0.3, -0.3], [-0.2, 0.3, 0.1], [0.1, -0.1, 0.3], [-0.1, 0.2, 0.0], [-0.2, -0.3, -0.3], [0.3, 0.0, 0.0], [0.4, 0.0, 0.1], [-0.1, 0.4, -0.2], [0.3, -0.1, -0.1], [-0.3, -0.2, 0.2], [0.2, 0.1, 0.7], [-1.0, 0.1, -0.5], [0.0, -0.3, -0.2], [4.5, 4.1, -3.8], [-2.2, -1.8, 2.7], [0.8, -0.2, 0.5], [-0.2, 0.3, 0.0], [-0.3, -0.1, 0.0], [-1.6, -1.7, 0.6], [-0.2, 0.2, -0.2], [0.5, -0.5, 0.4], [0.1, 0.0, 0.0], [-0.2, -0.2, 0.0], [0.1, -0.1, 0.2], [-0.1, 0.1, -0.1], [0.1, 0.0, 0.0], [0.1, 0.1, 0.0], [0.1, 0.1, 0.0], [-0.1, -0.2, 0.1], [-0.1, 0.1, -0.1], [0.0, -0.1, 0.0], [0.0, 0.0, -0.1], [0.0, 0.1, 0.0], [0.0, 0.0, 0.1], [0.1, 0.0, 0.0], [0.0, 0.1, -0.1], [0.0, -0.1, -0.1], [0.0, 0.1, -0.2], [-0.3, 0.0, -0.1], [0.0, 0.7, -0.3], [0.2, -0.6, 0.9], [0.2, -0.3, 0.0], [-6.1, -1.5, -2.8], [3.1, 1.7, 1.4], [-0.1, 0.3, -0.7], [-0.2, 0.2, 0.3], [0.2, 0.0, 0.2], [2.3, -0.3, 1.1], [-0.2, -0.1, 0.2], [0.4, 0.1, -0.7], [0.0, 0.0, -0.1], [0.3, -0.1, 0.1], [0.1, 0.1, -0.1], [-0.1, 0.0, 0.1], [0.0, 0.0, -0.1], [-0.1, 0.1, 0.0], [-0.1, 0.0, 0.0], [0.2, 0.0, 0.0], [0.0, -0.1, 0.1], [0.1, 0.0, 0.0], [0.0, -0.1, 0.0], [-0.1, 0.1, 0.0], [0.0, 0.1, 0.0], [0.0, 0.0, -0.1], [-0.1, 0.0, 0.0], [0.0, -0.1, 0.0], [-0.1, -0.1, 0.0], [0.1, -0.1, 0.3]]}